Entry 1:
Here is one molecule with the formula C13H13BrN2OS from OMol25. Energies are from wB97M-V/def2-TZVPD.

Structure (XYZ):
```
31
Properties=species:S:1:pos:R:3:forces:R:3:mulliken_charge:R:1
C -1.369716 1.281471 -5.589914 0.49 1.56 -1.37 -1.39
C -0.913953 0.645945 -4.395923 0.65 1.76 2.83 0.53
C -0.253595 1.283393 -3.426402 1.80 1.11 2.92 -0.54
C 0.170173 0.850902 -2.128065 2.42 7.71 -0.69 -0.66
C 0.052341 -0.373461 -1.854575 -3.84 -9.09 3.05 1.27
C -0.812801 -1.142309 -2.716185 0.62 0.25 -0.94 -0.52
C -1.281779 -0.514208 -3.873683 -0.85 -9.25 -2.03 -0.13
H -1.565654 -1.346875 -4.697330 -0.47 1.82 1.98 0.12
Br -1.073441 -3.113361 -2.361132 0.08 2.24 -0.58 -0.17
O 0.204681 -1.133939 -0.694806 -0.44 -0.66 -0.12 -0.28
C 0.748317 -0.664765 0.490260 6.26 3.02 -2.29 -0.58
C -0.062123 0.332099 1.253553 -3.00 0.26 -5.12 -0.38
H -0.708887 1.055537 0.408451 1.11 -2.66 2.19 0.30
H 0.337912 1.123317 1.704673 2.76 2.56 1.76 0.62
S -1.061749 -0.463454 2.356713 -4.68 -1.67 0.87 -0.24
C -0.207108 -0.410196 3.817402 6.41 2.55 -3.83 0.30
N 1.080782 0.233187 3.554345 -2.51 -1.39 4.16 -0.40
C 1.819105 0.120154 4.709775 -5.63 -2.73 -2.53 -0.35
C 1.491014 -0.642536 5.768630 -2.60 -0.31 5.81 -0.49
C 0.078473 -1.078054 5.938285 6.46 -0.64 4.39 0.00
N -0.494636 -1.065048 4.861194 -7.30 -1.02 -2.73 -0.39
H -0.365958 -1.575871 6.921603 0.98 1.11 -2.19 0.30
H 2.032856 -0.620247 6.762907 0.08 -0.05 -1.66 0.30
H 2.685884 0.497178 4.632166 6.49 2.96 -0.32 0.60
H 1.360566 -1.487887 1.064426 -1.85 1.48 -1.01 0.31
H 1.657385 0.061751 -0.035072 -1.49 -1.66 2.05 0.21
H 0.706610 1.622879 -1.376227 -1.34 -1.83 -2.06 0.19
H -0.015182 2.260467 -3.487079 0.65 3.47 -0.97 0.45
H -1.704908 2.355311 -5.319825 0.03 -1.90 -0.97 0.31
H -0.484837 1.340125 -6.250284 -0.53 0.33 -0.10 0.31
H -2.049772 0.568497 -6.037881 -0.74 0.69 -0.49 0.38
```
Positions in Å, forces in eV/Å.

For the highest occupied orbital energy, the calculation gives -8.4 eV. The multiplicity is 1. The value obtained for the gap between HOMO and LUMO is 8.537 eV. As for the SMILES: Cc1ccc(OCCSc2ncccn2)c(Br)c1. The energy is -3659.84788 Ha. The energy relative to the best compared isomer or geometry (same formula, charge and spin) is 174.89 kcal/mol.

Entry 2:
Here is C15H23NO3 as an isolated structure from OMol25. Energies are from wB97M-V/def2-TZVPD.

Structure (XYZ):
```
42
Properties=species:S:1:pos:R:3:forces:R:3:mulliken_charge:R:1
C 4.864914 2.408438 -0.475087 -0.03 7.00 7.12 -1.99
C 4.063964 1.810280 0.514553 -6.49 4.71 3.23 -0.32
C 2.765893 1.333450 -0.061808 -4.47 -1.93 -0.02 -0.29
C 2.833593 0.063619 -1.061059 -3.00 -2.48 2.58 -0.79
C 3.588614 -1.287031 -0.666275 0.57 6.85 8.92 -0.89
C 2.852846 -1.889346 0.731804 3.03 -1.30 -4.20 -0.52
H 3.427795 -2.779733 1.167405 -1.03 1.24 -0.68 0.32
H 2.759688 -1.090127 1.395674 -0.31 1.06 1.15 0.41
O 1.579013 -2.305799 0.229845 0.78 -0.63 1.23 -0.40
C 0.585942 -1.771652 0.844618 -6.44 6.30 1.98 0.63
O 0.519434 -0.613713 1.662463 1.14 -6.81 -4.01 -0.68
N -0.687507 -2.233662 0.310994 9.61 -5.19 -0.97 -0.11
H -0.473267 -3.128388 -0.493040 -1.61 3.85 3.36 0.38
C -1.849613 -1.632476 0.658439 -3.54 -10.14 -7.44 -1.56
H -1.843672 -1.192665 1.438666 0.51 5.89 9.93 0.80
H -2.700660 -2.535102 0.793446 1.75 2.19 -0.23 0.24
C -2.193552 -0.904486 -0.462585 -2.72 10.96 -0.85 0.78
C -3.564649 -0.099059 -0.106790 6.76 4.21 2.18 0.03
C -4.634875 -0.479743 -0.658516 -7.52 0.34 1.57 -0.26
C -5.958397 0.090016 -0.155460 0.85 -9.22 -7.27 -0.41
C -5.962541 1.210205 0.372491 1.83 6.82 5.65 -0.53
C -4.827938 1.850412 1.033458 5.03 -5.49 -5.47 -0.75
C -3.525864 1.243536 0.609593 -4.99 -1.98 1.20 -0.45
H -2.641077 1.598051 1.049998 1.30 0.49 0.14 0.47
H -4.698570 2.838596 1.212479 -0.56 2.92 1.41 0.43
H -6.760465 1.729090 0.704694 -3.54 1.16 0.38 0.45
H -6.856301 -0.568788 -0.598229 1.67 2.10 1.35 0.22
H -4.707294 -1.343132 -1.196337 -0.05 -2.20 -1.55 0.57
O -2.366422 -1.539198 -1.594901 0.18 -3.24 -2.93 -0.63
H -2.567383 -0.975934 -2.347759 0.06 0.21 0.38 0.45
H -1.409636 0.115046 -0.637993 -1.48 -2.93 0.76 0.05
H 3.623450 -1.863683 -1.448883 0.71 -3.57 -3.93 0.64
H 4.599305 -0.768584 -0.197571 -1.72 -2.21 -1.60 0.19
H 1.761545 -0.370185 -1.359965 1.80 1.62 0.68 0.15
H 3.245859 0.400385 -1.927401 1.25 0.86 -2.71 0.67
H 2.031259 1.107265 0.836568 1.41 0.01 -1.85 0.10
H 2.085296 2.050422 -0.710036 1.91 -0.67 1.35 0.27
H 3.652377 2.626796 1.497409 1.39 -1.95 -2.93 0.26
H 4.436205 1.094841 1.085970 2.24 -3.37 2.25 0.50
H 5.560526 3.021360 -0.011585 2.59 0.38 0.38 0.39
H 4.354200 3.072358 -0.985338 -3.01 3.17 -2.76 0.49
H 5.037966 1.708305 -0.993939 4.16 -9.01 -7.78 0.70
```
Positions in Å, forces in eV/Å.

For the highest occupied orbital energy, the calculation gives -8.9 eV. The multiplicity is 1. The value obtained for the gap between HOMO and LUMO is 9.463 eV. The energy is -865.39207 Ha. The energy relative to the best compared isomer or geometry (same formula, charge and spin) is 331.96 kcal/mol.

Entry 3:
Here is a 5-piece molecular cluster, C41H48Cl3F4N3O3 overall from OMol25. Energies are from wB97M-V/def2-TZVPD.

Structure (XYZ):
```
102
Properties=species:S:1:pos:R:3:forces:R:3:mulliken_charge:R:1
C -1.645601 -2.701303 -4.640344 0.04 -0.13 -0.08 -1.08
C -0.347514 -3.302821 -4.076281 -0.38 0.95 -0.07 -0.39
C 0.643917 -2.156605 -3.924245 -0.18 -0.73 0.01 -0.78
N 1.833393 -2.567937 -3.184687 -0.19 0.18 -0.40 -0.11
C 2.961871 -1.645101 -3.252931 0.33 0.96 -0.89 1.22
C 3.825611 -2.044331 -4.451709 0.91 -0.30 0.74 -1.84
C 5.087994 -1.206624 -4.684480 0.09 -0.35 -0.56 0.39
N 5.186926 -0.809909 -6.091918 -0.08 -0.20 0.32 -0.82
C 2.483162 -0.202773 -3.531127 -0.42 1.22 -1.37 -1.46
O 2.224060 0.299483 -4.616744 0.36 -1.32 2.19 -0.50
N 2.448387 0.533257 -2.282620 -0.47 -0.25 -0.57 -0.47
C 3.642440 0.107691 -1.512872 -0.23 0.87 -1.32 1.45
C 3.485053 0.535439 -0.042050 -0.31 -0.03 0.35 -1.11
C 2.073085 0.945920 0.328430 0.17 0.65 0.09 -0.08
O 1.833122 1.970113 0.923436 0.09 -0.58 -0.18 -0.57
C 4.768529 1.011317 -2.105278 0.87 -0.56 0.25 -1.30
Cl 4.379296 2.153363 -3.355829 0.00 0.00 0.07 -0.07
C 6.047150 1.049918 -1.707196 -0.34 -0.17 -0.17 0.99
C 7.103955 1.937351 -2.273589 0.10 -0.09 0.48 -1.56
Cl 6.600357 0.077241 -0.380029 -0.02 0.10 0.15 -0.18
C 3.722195 -1.431008 -1.870529 -0.94 -1.29 1.23 2.01
Cl 2.544430 -2.138477 -0.609912 0.12 0.08 -0.03 -0.22
C 4.994073 -2.267132 -1.717673 -0.08 0.11 -0.08 -1.04
C 5.381801 -2.785251 -0.331094 0.51 -0.06 -0.22 -1.84
C 5.018679 -4.246193 -0.111602 0.83 0.42 0.33 -0.50
O 5.311939 -4.642023 1.218273 -0.57 -0.19 0.21 -0.56
H -1.934973 -3.114646 -5.599549 -0.07 -0.19 -0.12 0.41
H -2.467470 -2.826423 -3.949580 -0.23 -0.13 0.09 0.11
H -1.546361 -1.632677 -4.789932 0.04 0.26 -0.07 0.35
H 0.047620 -4.044244 -4.761435 0.13 -0.39 0.14 0.36
H -0.567007 -3.706667 -3.096370 0.24 -0.48 0.13 0.33
H 0.861278 -1.810108 -4.935007 0.10 0.37 -0.09 0.31
H 0.110703 -1.379827 -3.384746 0.14 0.40 0.14 0.39
H 2.122978 -3.448595 -3.590034 0.19 -0.15 0.13 0.40
H 3.208656 -2.070132 -5.341029 -0.29 0.27 -0.13 0.65
H 4.134517 -3.075379 -4.290863 -0.03 -0.25 -0.03 0.61
H 5.157524 -0.369354 -3.989468 -0.18 0.10 -0.08 -0.26
H 5.943210 -1.844117 -4.477216 0.26 -0.01 0.17 0.28
H 4.259563 -0.635191 -6.450843 -0.03 0.35 -0.09 0.26
H 5.741672 0.027920 -6.176573 -0.02 0.14 -0.20 0.26
H 1.580508 0.192556 -1.871778 0.07 0.16 0.37 0.59
H 3.787066 -0.243059 0.646831 0.00 -0.32 0.04 0.51
H 4.116228 1.379325 0.189075 0.12 0.34 -0.11 0.45
H 1.267727 0.265361 0.011489 -0.16 -0.04 0.24 0.44
H 6.932861 2.935659 -1.885920 0.00 0.39 -0.24 0.30
H 8.081467 1.631653 -1.925744 0.16 -0.16 0.05 0.47
H 7.099914 1.929006 -3.352361 -0.11 0.17 -0.30 0.36
H 4.876841 -3.147170 -2.345169 -0.12 -0.15 -0.18 0.52
H 5.823561 -1.726391 -2.152975 0.15 0.23 -0.13 0.34
H 5.049550 -2.161464 0.486981 -0.37 0.08 0.12 0.45
H 6.471195 -2.757640 -0.289302 0.20 0.11 0.07 0.63
H 3.973999 -4.430329 -0.308865 -0.22 -0.25 0.00 0.32
H 5.674826 -4.823138 -0.764830 -0.34 -0.26 -0.47 0.30
H 6.096931 -4.178551 1.509434 0.24 0.08 0.05 0.33
F -5.008370 0.973936 3.251297 1.48 -0.17 2.04 -0.37
C -3.706498 1.284871 3.076014 0.08 0.05 0.19 0.57
C -3.345885 2.072928 2.001887 -0.08 0.27 -0.09 -0.29
C -2.006892 2.393765 1.827920 0.01 -0.10 0.14 -0.41
C -1.051624 1.919324 2.716935 0.07 0.03 0.00 -0.84
C -1.436927 1.124023 3.788038 -0.07 0.05 -0.09 -0.44
C -2.775295 0.806095 3.975197 0.03 -0.13 0.13 -0.82
H -4.105800 2.426927 1.316374 0.04 0.01 0.11 0.66
H -1.707061 3.015930 0.995138 0.01 0.01 -0.03 0.44
H -0.010725 2.170171 2.570431 0.01 -0.01 -0.04 0.53
H -0.694122 0.749743 4.479790 -0.01 0.00 0.04 0.51
H -3.097649 0.194416 4.807557 -0.03 0.00 -0.02 0.47
F -4.042282 -0.856757 -4.267663 -0.14 0.07 -0.01 -0.40
C -4.125700 -0.616837 -2.941747 0.05 0.04 0.18 0.16
C -3.665026 0.588048 -2.450125 0.08 0.14 -0.11 -0.71
C -3.734267 0.824652 -1.084169 -0.06 -0.14 -0.05 -0.06
C -4.252884 -0.140560 -0.232096 0.13 -0.14 -0.15 -0.01
C -4.710151 -1.344828 -0.748840 0.06 0.11 -0.08 -0.72
C -4.651582 -1.588562 -2.114744 -0.07 -0.17 -0.05 -0.19
H -3.253788 1.323090 -3.129586 -0.02 -0.01 -0.02 0.46
H -3.380025 1.765626 -0.684375 0.04 -0.04 -0.07 0.16
H -4.294686 0.041433 0.826202 0.05 -0.07 0.01 0.35
H -5.111459 -2.100038 -0.086508 -0.01 -0.01 0.00 0.42
H -5.004848 -2.520313 -2.537025 0.01 0.01 -0.03 0.50
F 0.455851 0.434558 6.803061 0.01 -0.03 -0.03 -0.34
C -0.120632 1.189022 7.760986 -0.12 0.15 0.18 0.35
C -1.013971 0.599506 8.632370 -0.04 -0.22 -0.03 -0.44
C -1.602645 1.378395 9.617404 0.05 0.10 -0.04 -0.33
C -1.300069 2.729391 9.712776 -0.03 0.03 0.05 -0.49
C -0.402610 3.302881 8.823182 -0.05 -0.09 0.04 -0.34
C 0.197367 2.529511 7.840710 0.15 0.09 -0.15 -0.33
H -1.241757 -0.453794 8.536368 0.03 0.00 -0.01 0.42
H -2.299551 0.928694 10.311308 -0.01 -0.02 -0.01 0.36
H -1.764091 3.334398 10.479879 0.00 0.01 0.00 0.37
H -0.168479 4.356314 8.892676 0.02 0.01 -0.01 0.35
H 0.904413 2.956118 7.141808 -0.01 -0.02 -0.02 0.42
F -6.090111 1.106265 1.542268 -1.77 0.36 -1.88 -0.02
C -7.214905 1.839435 1.408671 -0.02 -0.07 -0.14 0.36
C -8.072350 1.557292 0.365211 -0.05 -0.12 -0.16 -0.57
C -9.229456 2.309870 0.230392 0.03 0.06 0.09 -0.38
C -9.506771 3.331410 1.128652 -0.06 0.04 0.00 -0.55
C -8.626933 3.599379 2.168186 -0.04 -0.07 -0.11 -0.40
C -7.471341 2.846522 2.316049 0.15 0.10 0.20 -0.38
H -7.831738 0.761369 -0.327417 0.03 0.00 0.02 0.44
H -9.915498 2.098067 -0.578254 0.00 -0.01 -0.03 0.37
H -10.408643 3.918129 1.017885 -0.01 0.01 0.00 0.36
H -8.839659 4.397025 2.866730 0.01 0.00 0.03 0.37
H -6.775763 3.033174 3.123574 0.01 -0.03 -0.02 0.42
```
Positions in Å, forces in eV/Å.

For the highest occupied orbital energy, the calculation gives -9.0 eV. The multiplicity is 1. The value obtained for the gap between HOMO and LUMO is 9.243 eV. As for the SMILES: CCCN[C@@]1(CCN)C(=O)N[C@](CC=O)(/C(Cl)=C(/C)Cl)[C@]1(Cl)CCCO.Fc1ccccc1.Fc1ccccc1.Fc1ccccc1.Fc1ccccc1. The energy is -3761.02480 Ha.

Entry 4:
Here is a 2-piece molecular cluster, C16H26N3O8S overall from OMol25. Energies are from wB97M-V/def2-TZVPD.

Structure (XYZ):
```
54
Properties=species:S:1:pos:R:3:forces:R:3:mulliken_charge:R:1
O -4.662822 0.563775 -3.500096 -0.23 -0.35 -0.11 -0.71
O -1.775914 0.461162 0.641134 -0.39 0.49 -0.61 -0.70
O -4.709466 4.352617 -1.687714 0.38 -0.15 0.40 -0.69
O 0.054291 1.001038 1.722897 0.82 0.80 0.26 -0.87
N 4.129796 -5.039052 1.931377 -0.52 -0.50 -1.58 -0.67
O 2.171618 -0.418431 -1.632123 0.03 -0.10 -0.17 -0.60
O 3.609565 -1.899060 0.049046 0.52 -0.95 0.19 -0.58
O 2.415772 -3.172997 3.804667 0.09 -0.20 -0.10 -0.62
O 0.727603 -1.497402 2.340349 1.12 -0.88 -0.36 -0.59
S 3.666214 -4.545914 -0.609250 -0.01 -0.11 -0.21 -0.28
C -4.077619 1.523481 -3.017178 -0.17 -0.19 -1.34 0.63
C -0.857024 1.263416 0.901255 -0.61 -1.07 0.26 0.55
C -3.865874 3.996406 -0.866989 -1.06 -0.44 -1.57 0.27
C 3.970140 -5.595735 0.760028 0.37 1.04 2.48 0.56
N -3.484757 4.808690 0.128319 0.76 0.26 1.17 -0.07
N -3.838678 1.561234 -1.705337 0.06 1.29 1.33 -0.05
C -3.601227 2.623096 -3.947214 0.03 -0.05 0.36 -0.88
C 4.084932 -7.076540 0.587779 -0.23 -0.11 -0.14 -1.03
C -4.009154 6.155555 0.341747 -0.05 -0.47 -0.46 -0.97
C 1.677148 -0.504070 -0.292545 1.00 -0.14 -0.21 -0.86
C 4.193751 -3.148284 0.441844 -0.56 1.52 0.04 -0.13
C -0.833902 2.622964 0.171909 -0.12 -0.13 -0.53 -0.78
C 3.911400 -3.574254 1.893667 -0.30 -0.34 0.01 -0.14
C 2.207714 -1.779228 0.358707 -0.50 0.29 0.53 0.53
C 2.494422 -3.175666 2.376414 -0.59 0.56 0.54 -0.26
C 2.067476 -1.779663 1.887687 -0.82 0.16 -0.38 0.10
C -1.673598 2.649385 -1.121683 0.25 0.33 0.45 -0.80
C -3.203016 2.600818 -0.877737 0.27 -0.66 -0.01 -0.12
H 3.109311 -0.679683 -1.614204 -0.53 0.12 0.14 0.36
H 1.573276 -2.731450 4.030904 0.45 -0.15 -0.36 0.40
H 0.434342 -0.567893 2.089227 0.11 -0.06 0.09 0.38
H -2.791680 4.458467 0.773813 -0.18 0.11 -0.09 0.25
H -4.085986 0.713199 -1.219418 0.00 0.04 0.05 0.26
H -2.633694 2.999346 -3.632752 0.09 0.28 0.02 0.27
H -4.332654 3.426737 -3.950011 0.08 0.12 0.08 0.19
H -3.516105 2.213418 -4.950729 -0.04 -0.14 0.09 0.34
H 5.136621 -7.371258 0.621607 -0.08 0.03 -0.06 0.24
H 3.556714 -7.587197 1.397852 0.12 0.13 -0.09 0.29
H 3.656800 -7.385942 -0.369013 0.11 -0.04 0.10 0.34
H -5.099428 6.119507 0.392482 0.08 0.07 -0.03 0.29
H -3.617568 6.568612 1.272219 0.04 -0.18 -0.11 0.35
H -3.720325 6.795907 -0.493674 -0.09 0.10 0.08 0.29
H 0.584902 -0.527793 -0.308400 0.21 0.01 -0.07 0.31
H 2.009286 0.371170 0.273908 -0.12 -0.04 0.06 0.35
H 5.278988 -3.049248 0.340805 -0.22 0.18 -0.27 0.56
H -1.193277 3.403288 0.846548 0.24 -0.01 0.24 0.20
H 0.198518 2.866009 -0.090864 0.00 0.02 0.23 0.36
H 4.632296 -3.076350 2.549772 -0.07 -0.12 -0.02 0.48
H 1.646752 -2.621444 -0.060234 0.18 -0.16 -0.05 0.43
H 1.776819 -3.903447 1.982676 -0.05 -0.03 -0.12 0.23
H 2.739935 -1.022673 2.305916 0.22 -0.03 -0.08 0.24
H -1.432081 3.561638 -1.669253 0.11 0.10 -0.11 0.37
H -1.362062 1.807305 -1.742540 -0.26 0.00 0.07 0.48
H -3.338495 2.242432 0.142407 0.09 -0.24 0.00 0.48
```
Positions in Å, forces in eV/Å.

For the highest occupied orbital energy, the calculation gives -5.7 eV. As for the total charge: -1. The multiplicity is 1. The value obtained for the gap between HOMO and LUMO is 8.087 eV. The energy is -1789.78054 Ha.

It is found that the max |F| values, taken in the order of the records, are 10.33, 13.07, 2.61, 2.71 eV/A.